# 1
Formula: C18H31AlBeCl6CsF2MgNO2
Source: the Open Molecules 2025 dataset
Level of theory: ωB97M-V/def2-TZVPD

As for the orbital gap: 1.60 eV. The charge is +2. Its max |F| is 19.37 eV Å⁻¹. For the LUMO energy, the calculation gives -10.4420 eV.

Last column: Löwdin charge in e.
Element x y z (Å)
1 C -4.35800 0.95285 2.68546  -0.486
2 C -3.59342 1.61961 1.36564  -0.616
3 F -4.63237 1.77936 0.39559  -0.044
4 C -3.14399 3.05625 1.80265  -0.160
5 Al -1.94644 3.95767 0.45357  0.313
6 C -1.19230 5.72062 1.04826  -0.178
7 C -0.51591 2.67315 -0.26893  -0.244
8 C 0.24671 1.94664 0.89058  -0.425
9 C 1.39942 2.85503 1.45191  -0.046
10 O 0.67607 0.61563 0.62075  -0.148
11 C 1.50072 0.48940 -0.53503  -0.134
12 C 0.63748 -0.17035 -1.65476  -0.181
13 C 0.76205 0.14340 -3.02151  -0.028
14 C -0.11362 -0.50674 -3.93338  -0.064
15 C -1.09314 -1.42361 -3.50496  -0.084
16 C -1.19548 -1.74877 -2.12737  -0.101
17 C -0.32834 -1.11009 -1.21057  -0.067
18 H -4.59423 -0.16797 2.53831  -0.130
19 H -3.79056 1.13326 3.66352  0.102
20 H -5.36139 1.47636 2.72560  0.128
21 H -2.74535 0.92975 1.01253  -0.109
22 H -2.68087 3.10412 2.80746  0.089
23 H -4.07328 3.66113 1.87770  0.093
24 H -2.90756 4.30703 -0.91439  -0.005
25 H -1.93414 6.53994 0.99829  0.016
26 H -0.32503 6.01925 0.41975  0.009
27 H -0.87677 5.65097 2.10920  0.025
28 H -1.07114 1.93306 -0.90377  0.059
29 H 0.25578 3.16565 -0.93088  0.054
30 H -0.48148 1.85860 1.73192  0.121
31 H 0.91168 3.54880 2.16510  0.093
32 H 1.87453 3.40496 0.62644  0.028
33 H 2.10952 2.21248 1.99558  0.078
34 H 1.93079 1.45305 -0.87238  0.121
35 H 2.35406 -0.18019 -0.30400  0.149
36 H 1.50944 0.86392 -3.37070  0.118
37 H -0.07307 -0.28268 -5.00528  0.113
38 H -1.79012 -1.90594 -4.20017  0.114
39 H -1.94534 -2.45057 -1.74130  0.107
40 H -0.43961 -1.36169 -0.14767  0.085
41 C 1.45706 -7.04324 -0.66436  -0.011
42 C 0.58019 -5.88015 -0.38299  -0.514
43 O -0.63438 -5.86846 -0.44973  0.103
44 N 1.17717 -4.55952 -0.09710  -0.156
45 C 0.78293 -3.93682 1.22282  -0.157
46 H 0.83822 -7.90481 -0.91178  0.107
47 H 2.11356 -6.81430 -1.51204  0.102
48 H 2.06122 -7.26858 0.21633  0.046
49 H 2.28903 -4.59259 -0.24051  -0.145
50 H 0.72098 -3.94142 -0.82146  0.079
51 H 1.23128 -2.94452 1.21972  0.087
52 H 1.24338 -4.57461 2.04200  -0.050
53 H -0.30257 -3.85427 1.30766  0.072
54 Be 0.29468 -4.81440 -2.50478  0.814
55 Cl 2.80681 -5.46511 1.59840  0.224
56 F 3.12412 -4.65849 -1.00356  -0.332
57 Cl -0.31096 -5.35587 -5.02246  -0.255
58 Cs -2.95015 -0.58711 2.04349  1.728
59 Mg -1.56271 4.27587 -2.52843  1.364
60 C 5.21829 4.00588 1.15155  -2.032
61 Cl 4.68426 2.35182 0.78498  0.535
62 Cl 4.06687 5.16967 0.46022  0.511
63 Cl 5.29262 4.22247 2.90143  0.550
64 Cl 6.81281 4.27522 0.45183  0.563



# 2
Formula: C3H13N2
Source: the Open Molecules 2025 dataset
Level of theory: ωB97M-V/def2-TZVPD

As for the orbital gap: 11.19 eV. The charge is +1. Its max |F| is 4.89 eV Å⁻¹. For the LUMO energy, the calculation gives -3.1094 eV.

Last column: natural (NBO) charge in e.
Element x y z (Å)
1 C -0.00291 2.67196 -0.33429  -0.406
2 N 0.72878 1.37737 -0.77542  -0.882
3 H 0.28135 3.58787 -0.98676  0.216
4 H 0.16290 2.79680 0.66649  0.201
5 H -1.06463 2.50481 -0.47657  0.197
6 H 1.05378 1.48165 -1.71789  0.382
7 H 1.54467 1.32372 -0.19620  0.369
8 H 0.09448 -0.29269 -0.63834  0.473
9 C -1.49916 -1.20944 0.30940  -0.417
10 N -0.13345 -1.18099 -0.18354  -0.533
11 C 0.85669 -1.74907 0.81702  -0.440
12 H -1.62996 -0.39724 0.91024  0.219
13 H -1.55033 -2.17242 0.97095  0.231
14 H -2.24591 -1.12873 -0.57796  0.247
15 H -0.02626 -1.93323 -0.95138  0.423
16 H 1.81941 -1.85429 0.32166  0.235
17 H 1.07407 -1.05091 1.64062  0.238
18 H 0.53647 -2.77517 1.20196  0.247



# 3
Formula: C44H96F9N5O11S3
Source: the Open Molecules 2025 dataset
Level of theory: ωB97M-V/def2-TZVPD

As for the orbital gap (alpha / beta): 2.62 / 7.40 eV. The charge is +1. Its max |F| is 4.79 eV Å⁻¹. The spin multiplicity is 2. For the LUMO energy (alpha / beta), the calculation gives -2.2052 / -2.2071 eV.

Last column: Mulliken spin population.
Element x y z (Å)
1 C 0.25166 -1.62777 5.04391  -0.002
2 C -1.35158 -1.85207 5.19187  0.000
3 C -2.07337 -1.11695 6.32747  0.000
4 O -3.44426 -1.47038 6.51391  0.000
5 C -4.02955 -1.00578 7.63381  0.000
6 N -2.03722 -1.60306 3.81230  0.004
7 H -2.30599 -0.63311 3.72827  0.000
8 H -1.55588 -1.84887 2.95908  -0.001
9 H -2.88535 -2.14519 3.72940  0.000
10 H 0.47187 -0.83341 5.75708  0.000
11 H 0.54137 -1.29583 4.04692  0.000
12 H 0.88115 -2.45738 5.36575  0.000
13 H -1.63572 -2.89698 5.31648  0.000
14 H -2.03817 -0.05185 6.09850  0.000
15 H -1.45486 -1.30058 7.20601  0.000
16 H -3.41819 -0.42961 8.32834  0.000
17 H -4.47589 -1.86288 8.13806  0.000
18 H -4.80534 -0.28905 7.36447  0.000
19 C 1.89217 -3.82575 -1.93671  0.345
20 C 1.86748 -5.34612 -1.56569  0.525
21 C 0.64951 -5.58634 -0.62251  0.004
22 O 0.60970 -6.99186 -0.22008  -0.267
23 C -0.40672 -7.41067 0.71242  0.001
24 N 1.83175 -6.25075 -2.78778  1.351
25 H 2.69289 -6.42662 -3.28538  -0.982
26 H 1.61402 -7.18747 -2.47912  0.028
27 H 1.15460 -6.09929 -3.52169  -0.363
28 H 0.96070 -3.39116 -2.29945  0.075
29 H 2.67298 -3.54284 -2.64269  -0.112
30 H 2.03390 -3.00996 -1.22783  -0.156
31 H 2.77073 -5.60590 -1.01365  0.434
32 H -0.24168 -5.45734 -1.23672  0.063
33 H 0.53206 -4.97274 0.27069  0.049
34 H -0.16296 -8.44982 0.93345  0.014
35 H -1.43081 -7.54116 0.36268  -0.010
36 H -0.45229 -6.76144 1.58679  0.010
37 C 3.55372 5.66104 1.43594  0.000
38 C 2.25971 5.04931 1.78315  0.000
39 C 1.13759 5.78390 1.07350  0.000
40 C -0.25880 5.22646 1.14728  0.000
41 N -1.23989 5.59013 0.02493  0.000
42 C -0.94169 7.02725 -0.45025  0.000
43 C -2.23975 7.43395 -1.17173  0.000
44 C -3.29878 6.98790 -0.13040  0.000
45 C -2.66328 5.81853 0.69065  0.000
46 C -1.29757 4.45278 -1.03422  0.000
47 C 0.04869 4.17197 -1.83316  0.000
48 C -0.09664 2.94074 -2.80215  0.000
49 H 4.31641 5.21015 2.07085  0.000
50 H 3.59697 6.74654 1.52485  0.000
51 H 3.72339 5.41163 0.38851  0.000
52 H 2.16054 5.09588 2.86763  0.000
53 H 2.30633 4.01791 1.43366  0.000
54 H 1.37673 5.92136 0.01898  0.000
55 H 1.09754 6.82799 1.38397  0.000
56 H -0.71950 5.54574 2.08212  0.000
57 H -0.32172 4.15343 1.32828  0.000
58 H -0.05496 6.95970 -1.08052  0.000
59 H -0.78137 7.71371 0.38111  0.000
60 H -2.31140 7.00487 -2.17116  0.000
61 H -2.21593 8.52019 -1.25896  0.000
62 H -4.21409 6.72543 -0.66089  0.000
63 H -3.67431 7.75473 0.54713  0.000
64 H -3.27025 4.92268 0.55970  0.000
65 H -2.62894 6.05435 1.75427  0.000
66 H -2.02547 4.64217 -1.82314  0.000
67 H -1.74917 3.62468 -0.48795  0.000
68 H 0.85883 3.96232 -1.13471  0.000
69 H 0.42801 5.00504 -2.42495  0.000
70 H -0.48154 2.08990 -2.23998  0.001
71 H 0.83145 2.81566 -3.35990  0.000
72 H -0.76191 3.22215 -3.61843  0.000
73 C 3.37557 1.55318 -3.82523  -0.002
74 C 3.21970 0.42291 -2.83829  0.041
75 C 4.21893 0.49814 -1.73347  -0.025
76 C 4.14630 -0.41620 -0.54348  -0.078
77 N 5.02599 -0.12388 0.69325  -0.015
78 C 4.51918 1.13192 1.38484  0.001
79 C 4.49000 0.80249 2.85416  0.000
80 C 4.06853 -0.66307 2.87556  0.002
81 C 4.84010 -1.24374 1.74377  -0.004
82 C 6.55530 0.07613 0.37849  0.002
83 C 7.20278 -1.18988 -0.34244  0.019
84 C 8.64203 -0.89620 -0.78148  -0.005
85 H 2.78566 1.40141 -4.72915  0.002
86 H 4.37646 1.58686 -4.25556  -0.005
87 H 3.40330 2.51837 -3.31954  -0.001
88 H 3.47216 -0.43008 -3.46817  0.016
89 H 2.18229 0.30611 -2.52485  -0.010
90 H 4.23001 1.53971 -1.41239  0.002
91 H 5.19530 0.38727 -2.20517  0.001
92 H 4.32817 -1.44842 -0.84271  0.027
93 H 3.16010 -0.48476 -0.08433  0.050
94 H 5.19365 1.94551 1.11788  0.000
95 H 3.56205 1.49727 1.01265  0.000
96 H 5.55861 0.87505 3.05639  0.000
97 H 3.95416 1.49190 3.50661  0.000
98 H 4.44157 -1.11420 3.79503  -0.001
99 H 2.98244 -0.73771 2.82140  -0.001
100 H 5.83705 -1.36747 2.16672  0.002
101 H 4.50481 -2.20422 1.35242  0.012
102 H 6.97418 0.27571 1.36481  0.000
103 H 6.66506 0.97432 -0.22921  0.000
104 H 6.65702 -1.34034 -1.27389  0.003
105 H 7.10251 -2.09833 0.25149  0.009
106 H 9.23280 -1.70959 -1.20278  0.000
107 H 9.14695 -0.59248 0.13553  -0.001
108 H 8.71297 -0.02492 -1.43260  0.000
109 C -2.87618 -5.78376 -4.98456  0.219
110 C -3.17721 -4.95285 -3.73681  -0.055
111 C -3.37892 -3.41133 -3.96799  -0.022
112 C -3.10376 -2.51910 -2.71535  -0.039
113 N -3.33400 -1.01569 -2.86273  -0.008
114 C -2.86012 -0.31385 -1.53708  -0.003
115 C -4.02109 0.38467 -0.83408  0.000
116 C -5.04644 0.49471 -1.99090  0.000
117 C -4.86796 -0.74863 -2.83987  0.000
118 C -2.59433 -0.33156 -4.09239  0.000
119 C -1.01938 -0.56702 -4.33278  0.037
120 C -0.60740 0.36717 -5.46091  -0.016
121 H -2.89035 -6.83402 -4.69327  -0.033
122 H -1.89126 -5.66650 -5.43654  -0.108
123 H -3.65239 -5.55660 -5.71531  0.013
124 H -2.48394 -5.30423 -2.97261  0.021
125 H -4.18235 -5.28476 -3.47675  -0.012
126 H -4.35522 -3.15642 -4.38024  -0.002
127 H -2.78417 -3.22669 -4.86258  0.023
128 H -2.04944 -2.30741 -2.53732  0.027
129 H -3.52150 -2.78553 -1.74447  0.005
130 H -1.99528 0.34106 -1.64310  -0.001
131 H -2.52951 -0.97974 -0.73997  -0.002
132 H -3.67633 1.27802 -0.31333  0.000
133 H -4.51197 -0.22539 -0.07582  0.000
134 H -4.79623 1.42150 -2.50720  0.000
135 H -6.07305 0.61012 -1.64328  0.000
136 H -5.06217 -0.84642 -3.90796  0.000
137 H -5.34691 -1.47432 -2.18254  0.000
138 H -2.77947 0.73611 -3.97446  0.000
139 H -3.19799 -0.69064 -4.92591  -0.002
140 H -0.72067 -1.59361 -4.54490  0.012
141 H -0.43844 -0.26920 -3.45991  0.027
142 H -0.84803 1.40727 -5.24091  0.002
143 H -1.04306 0.02180 -6.39846  -0.003
144 H 0.44374 0.24497 -5.72223  0.003
145 C -3.12212 -4.44994 1.55421  -0.006
146 F -2.38569 -5.03497 2.47534  -0.001
147 F -2.55077 -3.34109 1.12120  -0.003
148 F -3.42898 -5.08460 0.42616  0.001
149 S -4.79150 -3.96986 2.45894  0.000
150 O -4.53746 -3.45968 3.83866  0.000
151 O -5.37413 -2.95804 1.56684  0.000
152 O -5.47543 -5.26142 2.53013  0.000
153 C -2.37988 3.14451 4.81994  0.000
154 F -1.64425 4.21489 4.76724  0.000
155 F -1.63357 2.06144 4.96093  0.000
156 F -3.20702 3.23611 5.83759  0.000
157 S -3.27543 2.85783 3.13828  0.000
158 O -4.27627 3.86460 2.94334  0.000
159 O -2.17785 2.95693 2.13881  0.000
160 O -3.96716 1.60407 3.34295  0.000
161 C 0.74238 0.88979 0.64049  0.005
162 F -0.39938 1.56923 0.30689  -0.004
163 F 1.76944 1.27600 -0.07457  -0.010
164 F 0.97847 1.04119 1.96153  -0.001
165 S 0.27635 -1.01193 0.45015  0.111
166 O 1.40979 -1.77005 0.99145  -0.067
167 O -0.89120 -1.35345 1.35991  -0.005
168 O -0.02024 -1.19684 -0.97076  -0.157